[1]
Molecular formula: C5H3Br3O2
Method: DFT, ωB97M-V/def2-TZVPD

## Properties
LUMO level (spin up / spin down) ... -0.0008 / -0.1155 Eh
2S+1 ... 3
HOMO energy (spin up / spin down) ... -0.26003 / -0.36261 Eh

Each line ends with the natural charge from an NBO analysis.
Element x y z (Å)
C 0.36231 -0.78501 1.20017  -0.338
C -0.59775 0.58908 -0.24052  0.111
C 1.24892 -1.30454 0.07570  0.678
C 0.63363 0.59610 -1.16197  -0.172
C -1.78209 1.05288 0.06805  -0.359
O 1.84779 -2.37415 0.15681  -0.509
O 1.21758 -0.69227 -1.07544  -0.456
Br -0.95391 -1.91862 1.79509  0.224
Br 1.27127 0.04794 2.69973  0.126
Br -2.70122 2.20499 -1.23010  -0.002
H 0.32690 0.73521 -2.18644  0.238
H 1.43237 1.35352 -0.88573  0.221
H -2.30580 0.49487 0.78465  0.238

Forces on the atoms, in the same order (eV/Å):
2.370 -0.977 2.843
-0.716 2.635 -2.391
0.764 -3.365 0.564
-0.835 0.852 2.038
2.355 -0.839 -2.120
-1.097 2.251 0.432
0.526 0.464 -1.058
-0.483 -0.359 -0.289
-0.115 -0.197 -1.068
-0.008 0.045 0.579
-0.115 0.040 -0.330
-1.186 -0.654 -0.185
-1.459 0.104 0.984

=====

[2]
Molecular formula: C5H3Cl2F
Method: DFT, ωB97M-V/def2-TZVPD

## Properties
LUMO level (spin up / spin down) ... -0.1394 / -0.1396 Eh
2S+1 ... 1
HOMO energy (spin up / spin down) ... -0.35562 / -0.35541 Eh

Each line ends with the natural charge from an NBO analysis.
Element x y z (Å)
C -0.69000 -1.27777 -1.17252  -0.067
C -1.26877 -0.40239 -0.61194  -0.178
C 2.20610 -0.95734 -0.27713  0.588
C 2.34298 0.33111 -0.10094  -0.265
C -2.32531 0.26972 0.21973  -0.685
F 2.71702 -2.07381 0.17401  -0.246
Cl 3.17162 1.03616 1.38385  0.023
Cl 1.52356 1.58388 -0.95117  0.118
H -2.47612 1.27589 -0.31284  0.232
H -3.14637 -0.30035 0.36527  0.239
H -2.05469 0.51489 1.28368  0.241

Forces on the atoms, in the same order (eV/Å):
4.566 -3.138 -2.079
-3.371 3.036 4.044
-1.003 -1.137 0.131
-0.052 1.283 1.426
3.675 3.657 -1.067
-0.838 1.647 -0.573
-0.307 -1.178 -1.498
0.206 -0.705 0.020
-0.582 -1.427 1.013
-2.889 -1.781 -0.349
0.596 -0.258 -1.070

=====

[3]
Molecular formula: C5H3ClF5N
Method: DFT, ωB97M-V/def2-TZVPD

## Properties
LUMO level ... 0.0053 Eh
2S+1 ... 1
HOMO energy ... -0.34339 Eh
SMILES ... FC(F)=C(F)Cl.F/C=C\C=N\F

Each line ends with the natural charge from an NBO analysis.
Element x y z (Å)
F -2.04335 2.05676 -0.18057  -0.282
C -2.27576 0.75318 -0.05126  0.670
F -3.20324 0.35151 -0.96821  -0.304
C -1.72837 -0.08041 0.81393  0.150
F -0.98692 0.45384 1.76830  -0.293
Cl -2.27706 -1.66902 0.91858  0.064
F 1.48218 1.82888 -0.25055  -0.313
C 2.11347 0.84551 0.44502  0.327
C 2.07107 -0.43879 0.13440  -0.387
C 1.07372 -1.01520 -0.73687  0.009
N 0.16775 -0.29943 -1.21970  -0.022
F -0.86720 -0.86182 -1.95729  -0.242
H 2.85523 1.22678 1.13507  0.176
H 2.42899 -0.96812 1.03227  0.245
H 1.18950 -2.18368 -0.88312  0.201

Forces on the atoms, in the same order (eV/Å):
0.107 -1.138 0.331
-1.622 0.393 -1.789
1.369 0.512 1.202
-1.421 1.351 -0.321
0.829 -0.451 0.535
0.378 -0.551 0.314
0.680 -0.892 0.767
0.540 1.682 -1.343
-0.860 0.647 1.922
0.279 -4.552 -0.786
-0.531 2.110 -0.130
1.003 -1.067 0.083
-0.397 0.247 0.308
0.342 -0.589 -1.152
-0.696 2.297 0.058

=====

[4]
Molecular formula: C5H3ClS2
Method: DFT, ωB97M-V/def2-TZVPD

## Properties
LUMO level ... -0.0341 Eh
2S+1 ... 1
HOMO energy ... -0.31862 Eh
SMILES ... C#CC(=S)S/C=C/Cl

Each line ends with the natural charge from an NBO analysis.
Element x y z (Å)
C -2.11396 -1.11104 0.61706  -0.111
C -1.22964 -0.91802 -0.28069  -0.082
C -0.74840 -0.30168 -1.50889  -0.410
S -1.09795 -1.06526 -2.93935  0.031
S 0.45733 0.88371 -1.39212  0.442
C 0.70265 1.21601 0.23305  -0.493
C 1.88794 0.35508 0.72562  -0.188
Cl 2.34216 0.54617 2.32180  0.075
H -2.62609 -1.35390 1.42203  0.211
H -0.00771 2.11641 0.70447  0.281
H 2.43367 -0.36749 0.09703  0.244

Forces on the atoms, in the same order (eV/Å):
6.696 1.566 -7.059
-4.832 0.416 3.373
-0.210 -2.825 0.055
0.003 0.858 0.569
0.090 0.869 -2.791
3.565 -1.807 3.617
-5.700 4.390 -1.617
0.650 -0.171 0.886
-2.245 -1.022 3.257
2.556 -2.845 -0.529
-0.573 0.571 0.239

=====

[5]
Molecular formula: C5H3F3
Method: DFT, ωB97M-V/def2-TZVPD

## Properties
LUMO level ... 0.0018 Eh
2S+1 ... 1
HOMO energy ... -0.36192 Eh
SMILES ... C#CC(=C)C(F)(F)F

Each line ends with the natural charge from an NBO analysis.
Element x y z (Å)
C 0.30815 2.29672 0.02614  -0.141
C -0.28132 1.25930 0.09186  -0.063
C -0.86016 -0.00447 0.00164  -0.184
C -0.41556 -1.27320 -0.06983  -0.258
C -2.37575 0.12147 -0.03017  0.966
F -2.79612 1.37807 -0.05174  -0.298
F -2.88701 -0.55300 1.08156  -0.350
F -2.91002 -0.57871 -1.02039  -0.318
H 0.80316 3.19282 -0.20766  0.235
H -1.05359 -2.02742 -0.30689  0.210
H 0.56599 -1.48557 0.08063  0.201

Forces on the atoms, in the same order (eV/Å):
-0.155 -0.048 -0.229
1.856 0.104 0.179
-1.917 -1.489 -0.085
-0.293 3.933 0.266
-0.084 -1.786 1.227
-0.421 -0.346 0.079
0.234 1.359 -0.307
-0.381 0.299 -1.177
0.241 0.573 0.182
-1.856 -2.016 -0.312
2.777 -0.584 0.178

=====

[6]
Molecular formula: C5H3F3N5
Method: DFT, ωB97M-V/def2-TZVPD

## Properties
LUMO level ... -0.2248 Eh
Charge ... +1
2S+1 ... 1
HOMO energy ... -0.55511 Eh
SMILES ... C#[N+]/C=C\n1nnnc1C(F)(F)F

Each line ends with the natural charge from an NBO analysis.
Element x y z (Å)
C -3.29938 -1.27524 -0.02167  0.505
N -2.51204 -0.52861 -0.47475  -0.175
C -1.79215 0.31474 -1.24145  -0.151
C -0.47336 0.50472 -1.04626  0.126
N 0.16898 -0.17581 0.02928  -0.255
N -0.47278 -1.11530 0.87143  -0.072
N 0.32412 -1.47483 1.72297  0.032
N 1.49407 -0.84297 1.63636  -0.211
C 1.39993 -0.04102 0.59123  0.257
C 2.51126 0.92792 0.27643  0.963
F 2.23349 1.66615 -0.78032  -0.296
F 2.61616 1.67893 1.42015  -0.298
F 3.71087 0.35385 0.19611  -0.271
H -3.87669 -1.84234 0.54846  0.268
H -2.27576 0.68388 -2.10731  0.282
H 0.24329 1.16591 -1.62067  0.298

Forces on the atoms, in the same order (eV/Å):
5.791 5.593 -3.643
-4.523 -3.696 1.702
1.935 0.590 -0.691
1.157 -0.528 1.333
0.127 0.346 0.331
-1.876 0.749 -2.543
0.828 -0.680 1.571
1.064 1.076 -1.050
0.091 -1.007 0.639
1.033 -0.068 2.708
0.217 0.308 -0.241
-0.527 0.315 -1.307
-0.740 -0.122 -0.990
-2.552 -2.502 2.199
-0.583 0.499 -0.516
-1.441 -0.873 0.498

=====

In order of appearance, calculated total energy = -219449.61759 -32985.60719 -32828.26131 -39420.89203 -13383.34228 -20824.77734 eV.